(1)
C2H3FO2 | wB97M-V/def2-TZVPD

Computed properties:
**ΔE to the lowest compared entry with this formula, charge and spin**: 0.448 eV
**SMILES**: O=C(O)CF

Last columns: bonded neighbours and bond lengths (Å).
Cartesian coordinates (Å):
1 O -0.21 1.68 0.01  C2 1.189
2 C -0.33 0.49 0.08  O1 1.189, O3 1.346, C4 1.433
3 O -1.43 -0.27 0.00  C2 1.346, H6 0.938
4 C 0.83 -0.34 0.02  C2 1.433, F5 1.298, H7 1.131, H8 1.159
5 F 1.92 0.36 -0.05  C4 1.298
6 H -2.24 0.12 -0.27  O3 0.938
7 H 0.60 -1.09 -0.79  C4 1.131
8 H 0.85 -0.95 1.00  C4 1.159

---

(2)
C2H3FO2 | wB97M-V/def2-TZVPD

Computed properties:
**ΔE to the lowest compared entry with this formula, charge and spin**: 1.470 eV
**SMILES**: O[C@@]1(F)CO1

Last columns: bonded neighbours and bond lengths (Å).
Cartesian coordinates (Å):
1 O 0.93 1.26 0.51  C2 1.327, H6 0.964
2 C 0.82 0.03 0.04  O1 1.327, F3 1.381, C4 1.461, O5 1.340
3 F 1.92 -0.76 0.34  C2 1.381
4 C -0.50 -0.53 -0.20  C2 1.461, O5 1.417, H7 1.051, H8 1.098
5 O 0.41 -0.17 -1.22  C2 1.340, C4 1.417
6 H 0.70 1.79 -0.26  O1 0.964
7 H -0.75 -1.55 -0.04  C4 1.051
8 H -1.40 0.08 -0.01  C4 1.098

---

For reference, gap between HOMO and LUMO by record: 11.5, 11.7 eV.